1.
Formula: C27H27F9O27
Source: OMol25
Level of theory: ωB97M-V/def2-TZVPD

Computed properties:
Structure (SMILES) = O=C1OC[C@@H](F)O1.O=C1OC[C@@H](F)O1.O=C1OC[C@@H](F)O1.O=C1OC[C@@H](F)O1.O=C1OC[C@@H](F)O1.O=C1OC[C@@H](F)O1.O=C1OC[C@@H](F)O1.O=C1OC[C@@H](F)O1.O=C1OC[C@@H](F)O1
Kohn-Sham gap = 10.78 eV
Net charge = 0
2S+1 = 1
Energy relative to the best compared isomer or geometry (same formula, charge and spin) = 1.809 eV

Element x y z (Å)
C1 2.18 1.34 -4.81
C2 0.88 1.80 -4.20
O1 -0.08 1.29 -5.08
C3 0.52 1.11 -6.30
O2 -0.09 0.90 -7.28
O3 1.84 1.31 -6.20
F1 0.78 3.16 -4.21
H1 2.30 0.29 -4.50
H2 3.08 1.88 -4.53
H3 0.75 1.47 -3.17
C4 -3.13 4.91 -3.18
C5 -1.82 4.33 -3.67
O4 -1.52 3.30 -2.75
C6 -2.26 3.55 -1.63
O5 -2.05 2.99 -0.59
O6 -3.15 4.50 -1.81
F2 -0.79 5.22 -3.72
H4 -4.03 4.55 -3.67
H5 -3.12 5.97 -3.42
H6 -1.91 3.95 -4.69
C7 5.20 -3.48 4.02
C8 4.73 -2.59 5.16
O7 4.34 -1.40 4.51
C9 3.99 -1.74 3.25
O8 3.46 -1.02 2.47
O9 4.35 -3.02 2.96
F3 5.82 -2.35 5.97
H7 5.13 -4.52 4.35
H8 6.24 -3.22 3.83
H9 3.91 -2.94 5.78
C10 1.41 4.66 -0.70
C11 1.85 5.58 0.45
O10 2.72 6.47 -0.23
C12 2.33 6.52 -1.56
O11 2.65 7.40 -2.28
O12 1.53 5.50 -1.84
F4 2.62 4.82 1.29
H10 0.44 4.21 -0.48
H11 2.11 3.83 -0.81
H12 1.02 6.07 0.94
C13 0.58 -2.48 -5.12
C14 0.19 -3.86 -5.64
O13 0.47 -3.83 -7.03
C15 1.27 -2.71 -7.25
O14 1.67 -2.44 -8.32
O15 1.44 -2.00 -6.15
F5 -1.07 -4.22 -5.33
H13 1.05 -2.58 -4.15
H14 -0.33 -1.89 -5.01
H15 0.88 -4.61 -5.22
C16 -2.85 -1.16 0.33
C17 -3.45 0.21 -0.11
O16 -4.57 0.34 0.73
C18 -4.84 -0.85 1.33
O17 -5.72 -1.04 2.10
O18 -4.02 -1.78 0.86
F6 -3.86 0.05 -1.40
H16 -1.96 -1.23 0.96
H17 -2.48 -1.69 -0.55
H18 -2.78 1.06 -0.02
C19 0.27 -4.05 5.59
C20 0.63 -2.54 5.41
O19 0.62 -2.38 4.03
C21 0.57 -3.56 3.38
O20 0.56 -3.68 2.21
O21 0.39 -4.57 4.29
F7 1.85 -2.22 5.94
H19 -0.78 -4.09 5.88
H20 0.92 -4.47 6.35
H21 -0.09 -1.89 5.89
C22 0.85 -0.62 0.72
C23 0.12 0.71 0.43
O22 -0.07 0.57 -0.99
C24 -0.11 -0.74 -1.31
O23 -0.41 -1.21 -2.36
O24 0.38 -1.47 -0.30
F8 0.90 1.77 0.74
H22 0.55 -0.98 1.70
H23 1.93 -0.50 0.61
H24 -0.87 0.85 0.87
C25 -3.73 -1.15 5.57
C26 -3.35 -2.47 4.90
O25 -2.28 -2.11 4.05
C27 -2.32 -0.76 3.87
O26 -1.47 -0.17 3.26
O27 -3.26 -0.20 4.60
F9 -4.46 -2.78 4.15
H25 -3.26 -0.88 6.52
H26 -4.80 -1.02 5.72
H27 -3.17 -3.28 5.59

Mulliken population analysis, charges in e, atoms 1 to 4: atom 1 (C): -0.393, atom 2 (C): 1.162, atom 3 (O): -0.354, atom 4 (C): 0.706

=====

2.
Formula: C6H12O
Source: OMol25
Level of theory: ωB97M-V/def2-TZVPD

Computed properties:
Structure (SMILES) = C=CCC.CC=O
Kohn-Sham gap = 10.46 eV
Net charge = 0
2S+1 = 1
Energy relative to the best compared isomer or geometry (same formula, charge and spin) = 1.485 eV

Element x y z (Å)
C1 2.70 0.18 0.10
C2 1.66 1.21 0.47
O1 1.00 1.15 1.48
C3 -0.80 -1.12 0.54
C4 -1.77 -0.89 1.41
C5 -0.71 -0.55 -0.84
C6 -1.71 0.56 -1.15
H1 2.30 -0.82 0.25
H2 3.56 0.29 0.77
H3 3.04 0.30 -0.94
H4 0.30 -0.16 -1.00
H5 1.53 2.06 -0.23
H6 -0.01 -1.82 0.82
H7 -2.59 -0.21 1.19
H8 -1.78 -1.38 2.38
H9 -0.83 -1.36 -1.57
H10 -1.54 0.97 -2.15
H11 -2.74 0.20 -1.11
H12 -1.60 1.38 -0.43

Mulliken population analysis, charges in e, atoms 1 to 4: atom 1 (C): -0.788, atom 2 (C): 0.041, atom 3 (O): -0.451, atom 4 (C): -0.075

=====

3.
Formula: C12H24F6IO2P2Sm
Source: OMol25
Level of theory: ωB97M-V/def2-TZVPD

Computed properties:
Kohn-Sham gap (alpha / beta) = 7.59 / 8.15 eV
Net charge = +2
2S+1 = 6
Energy relative to the best compared isomer or geometry (same formula, charge and spin) = 0.000 eV

Element x y z (Å)
C1 0.50 0.00 -5.31
I1 0.72 -0.44 -3.12
H1 1.51 0.15 -5.67
H2 -0.15 0.86 -5.45
H3 0.06 -0.92 -5.70
Sm1 0.74 0.10 -0.32
P1 0.58 2.86 -0.84
C2 -0.96 3.78 -1.08
C3 1.24 3.66 0.67
H4 1.24 4.75 0.55
H5 1.60 4.66 -2.10
H6 2.26 3.31 0.85
H7 2.69 3.24 -1.96
H8 -1.65 3.59 -0.25
H9 0.62 3.39 1.54
C4 1.66 3.56 -2.13
H10 -0.73 4.85 -1.15
H11 1.34 3.20 -3.12
H12 -1.44 3.45 -2.01
P2 0.65 -2.82 -0.40
C5 -0.89 -3.81 -0.51
C6 1.70 -3.67 -1.63
H13 2.41 -3.16 1.22
H14 1.25 -4.52 1.25
H15 0.84 -2.95 2.03
C7 1.35 -3.43 1.18
H16 2.73 -3.31 -1.54
H17 1.68 -4.76 -1.45
H18 -0.65 -4.88 -0.41
H19 -1.37 -3.63 -1.48
H20 1.35 -3.45 -2.65
H21 -1.59 -3.50 0.28
C8 -1.71 0.16 -0.87
O1 -2.84 0.07 -1.09
C9 -2.03 -1.14 2.59
C10 -0.96 -0.08 2.68
O2 -0.06 -0.09 1.61
C11 -1.63 1.34 2.76
F1 -2.59 1.41 3.72
F2 -0.74 2.34 2.98
F3 -2.23 1.62 1.55
C12 -0.11 -0.33 3.99
F4 -0.90 -0.33 5.10
F5 0.50 -1.55 3.90
F6 0.87 0.58 4.16
H22 -2.57 -1.01 1.63
H23 -2.72 -1.01 3.44
H24 -1.56 -2.13 2.61

Mulliken population analysis, charges in e, atoms 1 to 4: atom 1 (C): -0.874, atom 2 (I): 0.403, atom 3 (H): 0.350, atom 4 (H): 0.340

=====

4.
Formula: C34H42N4O3P2ReS
Source: OMol25
Level of theory: ωB97M-V/def2-TZVPD

Computed properties:
Kohn-Sham gap (alpha / beta) = 5.49 / 4.14 eV
Net charge = +2
2S+1 = 4
Energy relative to the best compared isomer or geometry (same formula, charge and spin) = 0.000 eV

Element x y z (Å)
Re1 0.00 0.94 -1.98
C1 -1.48 1.63 -3.08
C2 -1.26 0.19 -3.32
C3 -0.57 -0.26 -4.59
C4 0.86 0.34 -4.70
C5 1.37 0.92 -3.40
C6 1.09 2.30 -2.86
C7 0.29 3.25 -3.71
C8 -1.07 2.64 -4.11
C9 1.38 0.60 0.40
H1 -2.38 1.87 -2.55
H2 -2.09 -0.43 -3.03
H3 -1.18 0.03 -5.45
H4 -0.52 -1.37 -4.61
H5 1.55 -0.48 -4.97
H6 0.90 1.07 -5.52
H7 2.38 0.59 -3.21
H8 1.94 2.75 -2.36
H9 0.87 3.57 -4.60
H10 0.11 4.14 -3.09
H11 -1.81 3.45 -4.10
H12 -1.07 2.23 -5.12
H13 0.68 1.36 -0.18
H14 2.21 1.20 0.78
H15 0.80 0.23 1.24
P1 1.90 -0.75 -0.70
P2 -1.59 -0.95 -0.34
N1 3.51 0.24 -1.24
N2 2.60 -1.87 0.37
N3 -3.10 0.33 -0.78
N4 -2.80 -2.05 0.25
C10 0.85 -1.94 -1.78
C11 -0.61 -2.27 -1.36
C12 3.77 1.59 -1.03
C13 5.06 1.89 -1.44
C14 5.61 0.69 -1.96
C15 4.64 -0.31 -1.83
C16 3.46 -1.43 1.39
C17 4.36 -2.45 1.66
C18 4.05 -3.55 0.79
C19 2.97 -3.19 0.03
C20 -3.18 1.63 -0.26
C21 -4.14 2.38 -0.96
C22 -4.71 1.51 -1.93
C23 -4.05 0.27 -1.80
C24 -4.19 -2.13 0.10
C25 -4.68 -3.09 0.99
C26 -3.56 -3.64 1.69
C27 -2.41 -3.02 1.20
H16 1.42 -2.88 -1.80
H17 0.87 -1.60 -2.83
H18 -1.22 -2.44 -2.27
H19 -0.65 -3.21 -0.78
H20 3.05 2.28 -0.61
H21 5.53 2.86 -1.34
H22 6.60 0.57 -2.40
H23 4.67 -1.36 -2.09
H24 3.35 -0.45 1.82
H25 5.15 -2.40 2.38
H26 4.57 -4.49 0.72
H27 2.42 -3.76 -0.72
H28 -2.60 1.93 0.59
H29 -4.36 3.43 -0.76
H30 -5.49 1.74 -2.64
H31 -4.24 -0.65 -2.35
H32 -4.72 -1.51 -0.58
H33 -5.72 -3.34 1.12
H34 -3.57 -4.38 2.47
H35 -1.38 -3.14 1.45
C28 0.32 1.20 8.20
C29 -0.12 0.94 6.79
C30 -0.21 -0.38 6.33
C31 -0.61 -0.65 5.02
C32 -0.96 0.40 4.17
C33 -0.84 1.73 4.62
C34 -0.44 1.99 5.92
S1 -1.63 0.15 2.54
O1 -0.77 -0.90 1.87
O2 -3.01 -0.27 2.68
O3 -1.40 1.47 1.98
H36 -0.39 0.77 8.92
H37 1.29 0.74 8.39
H38 0.40 2.27 8.38
H39 0.03 -1.18 7.01
H40 -0.66 -1.68 4.66
H41 -1.08 2.56 3.95
H42 -0.36 3.02 6.27

Mulliken population analysis, charges in e, atoms 1 to 4: atom 1 (Re): -0.458, atom 2 (C): 0.396, atom 3 (C): 0.986, atom 4 (C): -1.531